A 2-piece molecular cluster, C3H10N2O overall in a non-equilibrium geometry, computed with ωB97M-V/def2-TZVPD.

## Properties
Largest force on an atom, Eh/bohr: 0.056
Net charge: 0
2S+1: 1
ΔE to the lowest compared entry with this formula, charge and spin, kJ/mol: 213.8
Gap between HOMO and LUMO, eV: 9.888
Electronic energy, a.u.: -304.99321
LUMO, eV: 0.801
SMILES: NC=O.CNC

Geometry as XYZ:
```
16
Properties=species:S:1:pos:R:3:forces:R:3
N 0.65516 2.21762 0.65212 0.86 0.20 -0.42
C -0.50012 1.52335 1.03964 1.95 -1.98 0.76
O -0.87374 1.59359 2.17720 -1.15 -0.30 -0.19
H 0.44232 3.10112 0.23390 0.34 0.59 -0.26
H 1.27166 2.26719 1.46267 -0.35 0.76 -0.18
H -0.55942 0.63116 0.34969 -1.75 0.75 0.38
C 1.08666 -1.47010 -0.34890 -1.21 -0.65 -0.68
N -0.24181 -1.22803 -1.02492 1.13 0.12 1.16
C -0.51411 -2.24103 -1.99876 1.27 -0.86 -1.67
H 1.35162 -2.52790 -0.47483 -0.24 0.16 0.60
H 1.89947 -0.94787 -0.80193 0.53 0.66 -0.67
H 1.05139 -1.13497 0.67227 -0.08 -0.29 0.58
H -0.11783 -0.35639 -1.49745 -0.24 0.54 -0.41
H 0.42579 -2.42465 -2.63662 -1.12 -0.18 0.65
H -1.28013 -1.96906 -2.72939 -0.13 0.25 0.36
H -0.82295 -3.18785 -1.53814 0.18 0.24 0.00
```
Forces are in eV/Å.

A 2-piece molecular cluster, C3H10N2O overall in a non-equilibrium geometry, computed with ωB97M-V/def2-TZVPD.

## Properties
Largest force on an atom, Eh/bohr: 0.079
Net charge: 0
2S+1: 1
ΔE to the lowest compared entry with this formula, charge and spin, kJ/mol: 327.8
Gap between HOMO and LUMO, eV: 8.780
Electronic energy, a.u.: -304.94979
LUMO, eV: 0.264
SMILES: [H]/N=C\NCC.O

Geometry as XYZ:
```
16
Properties=species:S:1:pos:R:3:forces:R:3
H 1.47986 1.93189 -0.83771 -0.94 0.70 -1.00
N 1.44128 1.12708 -1.46074 1.21 -1.68 0.32
C 0.83948 0.15728 -0.83017 -0.37 3.62 1.80
N -0.46992 0.29782 -0.46043 -1.17 0.60 1.26
C -0.95013 0.14114 0.92475 1.38 -2.53 1.57
C -2.44907 -0.01673 1.16884 -0.52 0.53 -1.42
H 1.47473 -0.45231 -0.18281 -0.66 -1.70 -0.78
H -0.89650 1.16652 -0.76742 0.49 -0.08 -1.03
H -0.45837 -0.78473 1.29575 -0.20 0.32 -0.20
H -0.53843 0.88091 1.62110 0.02 0.44 -0.54
H -2.78299 -0.92806 1.64537 0.42 -0.49 -0.12
H -2.87947 0.75870 1.78841 0.15 0.49 0.00
H -2.93240 0.04538 0.17898 -0.17 -0.11 0.43
O 3.08646 -1.82905 -1.47335 -0.07 0.14 0.20
H 2.37732 -1.21104 -1.69025 0.28 -0.15 -0.36
H 3.65815 -1.28481 -0.92031 0.16 -0.09 -0.12
```
Forces are in eV/Å.

A 2-piece molecular cluster, C3H10N2O overall in a non-equilibrium geometry, computed with ωB97M-V/def2-TZVPD.

## Properties
Largest force on an atom, Eh/bohr: 0.072
Net charge: +1
2S+1: 2
ΔE to the lowest compared entry with this formula, charge and spin, kJ/mol: 360.6
Gap between HOMO and LUMO (alpha / beta), eV: 8.066 / 7.393
Electronic energy, a.u.: -304.64793
LUMO (alpha / beta), eV: -5.592 / -6.373

Geometry as XYZ:
```
16
Properties=species:S:1:pos:R:3:forces:R:3
C -1.63345 1.22499 0.02518 -0.69 1.40 0.00
C 0.05149 0.55071 -1.61797 -2.99 -0.06 2.21
N -1.22840 0.67178 -1.25783 3.35 -1.26 -0.97
H -2.27236 0.48953 0.52109 0.13 0.35 -0.05
H -2.16918 2.17837 -0.13176 -0.02 -0.53 -0.18
H -0.74800 1.43420 0.62235 -0.41 0.08 -0.21
H 0.78013 0.80268 -0.80975 -0.60 0.81 -1.68
H 0.32563 -0.01509 -2.50218 -0.10 0.28 -0.11
H -1.91072 0.07395 -1.74124 0.16 0.82 -0.26
N 1.82184 -1.58915 1.50971 0.07 0.64 -0.60
C 0.98643 -0.55019 0.90940 0.86 -1.55 -0.18
O -0.31174 -0.50273 1.16103 1.36 -0.76 0.88
H 1.30783 -2.41252 1.74074 -0.81 -0.39 0.45
H 2.57315 -1.94511 0.90665 -0.18 0.80 0.21
H 1.56431 0.41049 0.85450 -0.38 -0.28 0.45
H 0.86304 -0.82191 -0.18992 0.26 -0.36 0.02
```
Forces are in eV/Å.

A 2-piece molecular cluster, C3H10N2O2 overall in a non-equilibrium geometry, computed with ωB97M-V/def2-TZVPD.

## Properties
Largest force on an atom, Eh/bohr: 0.040
Net charge: -1
2S+1: 2
ΔE to the lowest compared entry with this formula, charge and spin, kJ/mol: 103.9
Gap between HOMO and LUMO (alpha / beta), eV: 7.757 / 7.349
Electronic energy, a.u.: -380.24349
LUMO (alpha / beta), eV: 3.894 / 3.499

Geometry as XYZ:
```
17
Properties=species:S:1:pos:R:3:forces:R:3
C 0.09513 -1.96132 0.54229 0.41 -0.34 0.42
N -0.79802 -0.85908 0.78279 -0.13 -0.53 0.12
C -0.69546 0.31048 -0.02923 0.55 0.21 -0.06
N -1.85666 1.11230 0.20689 -0.51 -1.84 -0.75
O 0.48964 0.99938 0.29925 -0.27 -0.22 -0.17
C 1.49303 -1.67864 -0.01213 -0.17 1.37 0.18
H -0.40050 -2.68036 -0.11431 -0.39 -0.09 -0.16
H 0.17055 -2.47049 1.51591 0.08 -0.08 -0.22
H 0.33916 3.79072 -1.35461 0.11 -0.10 0.02
H -0.61135 0.07488 -1.10694 -0.32 -0.25 -0.01
H -2.14370 0.97918 1.15811 0.03 0.71 0.30
H 2.21214 -2.49517 -0.05996 -0.36 -0.32 0.10
H 1.88343 -0.86907 0.60231 0.39 -0.14 0.10
H 1.41188 -1.18843 -0.97849 0.04 -0.22 -0.31
H 0.29837 1.83839 -0.27624 0.87 0.95 0.19
H -1.69441 2.01317 -0.18988 -0.05 1.16 0.26
O -0.19321 3.08407 -0.98577 -0.28 -0.26 0.01
```
Forces are in eV/Å.